Entry 1:
87
Properties=species:S:1:pos:R:3 method="wB97M-V/def2-TZVPD" fmax_ev_per_a=1.96 gap_ev=7.35 total_charge=-1 lumo_energy_ha=0.07722 e_homo_ha=-0.1930 relative_energy_kcal_mol=16.2
Cs -1.31658 -0.00821 0.36879
C 2.88072 -1.71746 2.97389
C 1.92259 -1.99404 1.86513
C 2.05693 -1.68896 0.50528
C 0.92239 -2.21223 -0.09363
C 0.59489 -2.17373 -1.54664
N 0.18102 -2.77467 0.88487
N 0.79076 -2.64793 2.06638
B -1.09893 -3.62800 0.86302
N -2.06636 -3.13820 1.95786
N -2.16441 -1.86969 2.36215
C -3.13754 -1.81335 3.26036
C -3.51864 -0.54382 3.94267
C -3.69752 -3.08365 3.43500
C -2.98636 -3.90002 2.57654
C -3.18245 -5.35417 2.32971
N -1.83846 -3.50787 -0.47711
N -2.54652 -2.41287 -0.77720
C -3.09391 -2.60370 -1.96747
C -3.95062 -1.57162 -2.61548
C -2.73215 -3.86739 -2.45464
C -1.92591 -4.41099 -1.47201
C -1.23909 -5.73158 -1.46593
H 3.59185 -0.95640 2.66296
H 3.42671 -2.62478 3.23420
H 2.34612 -1.38246 3.85874
H 2.87544 -1.18870 0.01963
H 1.37863 -1.63504 -2.07657
H -0.34886 -1.66406 -1.72605
H 0.51665 -3.17980 -1.95880
H -0.80959 -4.76420 1.08164
H -2.95262 0.28363 3.51816
H -3.30292 -0.60615 5.00985
H -4.58471 -0.35109 3.82155
H -4.50085 -3.37555 4.08382
H -3.97833 -5.72403 2.97192
H -2.26901 -5.90741 2.53905
H -3.45498 -5.53101 1.29007
H -4.01308 -0.69130 -1.98038
H -4.95382 -1.96569 -2.77758
H -3.53169 -1.28217 -3.57906
H -3.01617 -4.32274 -3.38355
H -1.37932 -6.22055 -2.42727
H -1.63936 -6.37461 -0.68384
H -0.17460 -5.60560 -1.28010
C 4.65832 1.38227 -0.95485
C 4.10162 2.33936 0.08611
C 4.72994 3.71379 -0.07569
Sb 1.85545 2.25921 0.01575
C 1.47140 4.27285 -0.79906
C 0.01357 4.62422 -0.57077
C 1.81745 4.37069 -2.27142
C 1.60536 2.89282 2.13590
C 1.89407 1.70309 3.03298
C 2.42393 4.09188 2.58373
H 5.74766 1.34068 -0.89651
H 4.38457 1.70357 -1.95793
H 4.26865 0.37819 -0.80404
H 4.34807 1.95093 1.07981
H 4.59980 4.07970 -1.09213
H 5.80394 3.65472 0.11696
H 4.30740 4.44231 0.61265
H 2.10234 4.97182 -0.24412
H -0.62339 3.96589 -1.15650
H -0.18759 5.65241 -0.87482
H -0.26497 4.51968 0.47771
H 1.22715 3.67114 -2.85340
H 2.87196 4.16583 -2.44428
H 1.59695 5.37416 -2.63891
H 0.54089 3.14416 2.21365
H 2.94369 1.42313 2.95560
H 1.29034 0.84085 2.75390
H 1.69109 1.94876 4.07705
H 3.48408 3.84403 2.60905
H 2.12926 4.38819 3.59318
H 2.27152 4.94980 1.93007
F 0.80416 1.06559 -2.63073
C -0.39702 1.65846 -2.95256
C -1.34667 1.80616 -1.94901
C -2.50565 2.41675 -2.42744
F -3.53259 2.62958 -1.54179
C -2.72076 2.84853 -3.73155
F -3.88099 3.43800 -4.11667
C -1.70802 2.68303 -4.66616
F -1.86292 3.09326 -5.94883
C -0.52421 2.08441 -4.26420
F 0.49083 1.93997 -5.15069

---

Entry 2:
13
Properties=species:S:1:pos:R:3 method="wB97M-V/def2-TZVPD" fmax_ev_per_a=6.29 gap_ev=10.70 total_charge=0 lumo_energy_ha=0.03146 e_homo_ha=-0.3617 smiles="NC(=O)CNC=O" relative_energy_kcal_mol=41.1
N -0.35375 0.27895 -1.64051
C -1.22903 0.04936 -0.60739
O -2.42231 0.23195 -0.89041
C -0.68565 -0.32139 0.64918
N 0.62650 -0.73776 0.77694
C 1.58953 0.28422 1.06236
O 2.45419 0.47731 0.30084
H -0.76051 0.54399 -2.56573
H 0.64711 0.07231 -1.64110
H -0.74970 0.55269 1.36081
H -1.46199 -0.96693 1.24155
H 1.03747 -1.42990 0.10048
H 1.30815 0.96520 1.85299

---

Entry 3:
12
Properties=species:S:1:pos:R:3 method="wB97M-V/def2-TZVPD" fmax_ev_per_a=0.54 gap_ev=10.42 total_charge=0 lumo_energy_ha=0.03692 e_homo_ha=-0.3460 smiles=NN(N)CO relative_energy_kcal_mol=69.6
N -1.36381 -0.76326 -0.06870
N -0.42551 0.23810 -0.43703
N 0.54206 -0.28186 -1.33005
C 0.24817 0.89718 0.66798
O 1.26490 0.14130 1.27114
H -2.24516 -0.31592 0.16100
H -1.04186 -1.30108 0.74145
H 0.80249 -1.23580 -1.06812
H 0.11999 -0.32186 -2.25230
H 0.64610 1.83964 0.26862
H -0.48836 1.11522 1.44484
H 1.94097 -0.01164 0.60112

---

Entry 4:
27
Properties=species:S:1:pos:R:3 method="wB97M-V/def2-TZVPD" fmax_ev_per_a=0.90 gap_ev=6.39 total_charge=0 lumo_energy_ha=-0.00032 e_homo_ha=-0.2352 relative_energy_kcal_mol=64.9
C 1.27036 1.89545 -1.49405
C 0.98789 1.11925 -0.21585
N 1.90076 -0.05719 -0.01636
C 2.37942 -0.31159 1.40543
N 3.12360 0.73625 1.98882
H 0.34209 1.97675 -2.05775
H 1.65069 2.89821 -1.29995
H 1.98668 1.38164 -2.14032
H 0.99401 1.76021 0.66333
H 0.00658 0.61055 -0.29705
H 2.69049 -0.02580 -0.65898
H 1.32378 -0.85990 -0.31108
H 1.47802 -0.51766 1.97797
H 2.98370 -1.21634 1.35698
H 3.99427 0.95565 1.52916
H 2.59900 1.57377 2.18666
C -2.99539 -1.98764 -1.08415
C -2.05239 -1.09655 -0.26136
C -2.90596 -0.19603 0.65126
O -1.23390 -0.36115 -1.07032
H -3.61136 -1.35362 -1.72691
H -2.41129 -2.65752 -1.71814
H -3.65424 -2.59595 -0.45487
H -1.50453 -1.79140 0.42933
H -3.52112 0.45939 0.02949
H -2.25851 0.42970 1.27343
H -3.56262 -0.76849 1.31529